Here is C15H8Cl5NOPdS3 as an isolated structure from the Open Molecules 2025 dataset. Energies are from wB97M-V/def2-TZVPD.

The calculation puts the HOMO energy at -0.80 eV. The calculation puts the HOMO-LUMO gap at 5.073 eV. The calculation puts the calculated total energy at -117821.26017 eV. The charge is -2.

Geometry (Å):
Pd  0.53119  0.45107  -0.79253
Cl  3.02525  -1.29747  -0.79402
C  2.66067  -0.81614  0.85767
C  1.56139  0.02637  1.06152
C  1.30592  0.30893  2.38561
Cl  -0.05949  1.37292  2.75757
C  2.05136  -0.18454  3.45738
Cl  1.64212  0.20947  5.10716
C  3.14566  -1.00140  3.20184
Cl  4.09088  -1.64360  4.51219
C  3.46142  -1.31455  1.87846
Cl  4.84945  -2.31781  1.54845
C  -0.85671  4.61416  -1.18422
O  0.01413  3.51143  -1.34590
C  1.14291  3.62802  -2.07466
S  1.60509  5.14488  -2.69748
S  2.00980  2.17454  -2.16828
H  -1.72444  4.19489  -0.67429
H  -1.13436  5.04697  -2.14422
H  -0.39423  5.39431  -0.57895
S  -2.18981  0.56698  -1.39870
C  -0.69967  0.08579  -2.31986
N  -0.46072  -1.26375  -2.22206
C  -1.33536  -1.87334  -1.36166
C  -1.30786  -3.22851  -1.00840
C  -2.29258  -3.75291  -0.18045
C  -3.33311  -2.96153  0.30447
C  -3.38054  -1.60834  -0.04303
C  -2.39842  -1.08063  -0.85657
H  -0.53068  0.61451  -3.25100
H  -0.49401  -3.84347  -1.37270
H  -2.24540  -4.79986  0.10031
H  -4.08540  -3.38324  0.95936
H  -4.17445  -0.97418  0.33700

Cartesian forces (eV/Å) of the 2 atoms listed first:
Pd -0.026 0.418 -0.290
Cl 0.191 -0.054 0.273

Atom-resolved charges from Löwdin, all expressed in e: Pd 0.3858; Cl 0.5953; C -0.6996; C -0.2676; C -0.7030; Cl 0.5720; C -0.7127; Cl 0.5888; C -0.7231; Cl 0.5943; C -0.7111; Cl 0.5942; C -0.1627; O -0.3109; C -1.3739; S 0.3998; S 0.5280; H 0.0807; H 0.0571; H 0.0672; S 0.9141; C -0.6847; N -0.0237; C -0.3837; C -0.0550; C -0.1420; C -0.1511; C -0.1354; C -0.5229; H 0.0462; H 0.0966; H 0.0798; H 0.0731; H 0.0902